Molecular formula: C19H28BrNdO2
Method: DFT, the ωB97M-V functional and the def2-TZVPD basis

Positions of all 51 atoms, in Å:
1 O 1.18242 -0.72087 -1.13294
2 C 1.32836 0.63423 -1.83467
3 C 1.21650 0.07796 -3.23781
4 H 2.26115 1.13347 -1.53810
5 H 0.46382 1.24391 -1.59706
6 C 1.13082 -1.29354 -2.56744
7 H 2.10000 0.27564 -3.83652
8 H 0.29759 0.41927 -3.75335
9 C 2.26051 -2.24558 -2.90970
10 H 3.24222 -1.75955 -2.93229
11 H 2.06833 -2.66591 -3.90683
12 H 2.25103 -3.08264 -2.20437
13 C -0.19944 -1.90696 -2.87537
14 H -1.00350 -1.17008 -2.78672
15 H -0.38446 -2.77651 -2.24059
16 H -0.19981 -2.20099 -3.93275
17 Nd 0.82342 -0.80185 1.04069
18 C -1.16087 -0.59261 3.76142
19 C -0.67923 0.71971 3.53731
20 C -1.18487 1.16949 2.28703
21 H -0.08878 1.31285 4.22343
22 C -1.94405 0.09626 1.70774
23 C -1.92372 -0.99566 2.63237
24 H -2.48940 -1.92701 2.53193
25 H -1.01460 -1.18222 4.65885
26 H -1.10183 2.18046 1.89108
27 H -2.51584 0.14151 0.77613
28 C 1.47985 -2.20895 3.66168
29 C 0.85328 -3.15665 2.81080
30 C 1.63559 -3.26179 1.61573
31 H -0.01129 -3.76889 3.08055
32 C 2.74715 -2.35917 1.74554
33 C 2.62008 -1.68380 2.99748
34 H 3.34016 -0.99510 3.44319
35 H 1.21667 -2.00412 4.70223
36 H 1.46169 -3.96245 0.79408
37 H 3.56618 -2.23579 1.03654
38 O -1.02040 2.67837 -2.14052
39 C -2.18659 1.93354 -1.66186
40 C -3.05963 2.91936 -0.85156
41 H -1.78732 1.21256 -0.91001
42 H -2.74394 1.34140 -2.41442
43 C -2.11647 4.14515 -0.66196
44 H -3.38327 2.54634 0.13881
45 H -3.97276 3.21458 -1.37322
46 C -0.75078 3.50896 -0.94210
47 H -2.23390 4.67372 0.29359
48 H -2.31928 4.85511 -1.47052
49 H -0.50331 2.83282 -0.10450
50 H 0.07095 4.22508 -1.04805
51 Br 2.36160 1.46687 1.49700

Properties
expectation value of S²: 3.7552
M: 512.57 g mol⁻¹
spin multiplicity: 4
highest occupied orbital energy (alpha / beta): -7.0 / -7.0 eV
calculated total energy: -4026.64708 Ha
LUMO level (alpha / beta): 0.002 / 0.002 Eh
energy relative to the best compared isomer or geometry (same formula, charge and spin): 250.5 kJ/mol
gap between HOMO and LUMO (alpha / beta): 7.03 / 7.07 eV



Molecular formula: C5H10O4Pm
Method: DFT, the ωB97M-V functional and the def2-TZVPD basis

Positions of all 20 atoms, in Å:
1 O -1.87180 -0.89707 -1.43687
2 C -2.35080 0.33680 -1.06764
3 C -2.13126 0.79084 0.23375
4 O -0.27717 1.77500 1.03228
5 C 0.84039 1.30587 0.31213
6 C 1.45440 0.02135 0.85642
7 O 1.02882 -1.17318 0.20041
8 C 1.73313 -1.44877 -1.00077
9 H -3.37075 0.55270 -1.43746
10 H -2.75237 1.61986 0.59851
11 H 1.61310 2.08704 0.36006
12 H 0.55664 1.12735 -0.74080
13 H 2.55290 0.07533 0.81326
14 H 1.14586 -0.10233 1.90424
15 H 1.37102 -2.41574 -1.36857
16 H 1.53546 -0.67774 -1.75949
17 H 2.81237 -1.50236 -0.79377
18 Pm -1.30260 -2.19292 0.26653
19 O -1.82043 -0.16595 1.24091
20 H -0.76693 0.88390 1.78688

Properties
expectation value of S²: 8.7561
M: 279.13 g mol⁻¹
spin multiplicity: 6
highest occupied orbital energy (alpha / beta): -5.8 / -6.3 eV
calculated total energy: -1105.67428 Ha
LUMO level (alpha / beta): -0.008 / -0.018 Eh
energy relative to the best compared isomer or geometry (same formula, charge and spin): 0.0 kJ/mol
gap between HOMO and LUMO (alpha / beta): 5.58 / 5.79 eV



Molecular formula: C7H11O
Method: DFT, the ωB97M-V functional and the def2-TZVPD basis

Positions of all 19 atoms, in Å:
1 C 1.10225 1.25469 -2.36121
2 O 2.30549 1.38428 -1.79565
3 C 0.54089 -0.20900 -2.24719
4 C -0.55909 -0.30547 -1.11817
5 C 0.06382 -0.39530 0.23879
6 C -0.78015 -0.16665 1.26586
7 C -0.30793 -0.12847 2.65425
8 C -0.79075 -0.64221 3.76818
9 H 0.37795 2.02211 -2.01548
10 H 1.21173 1.47004 -3.49662
11 H 1.28605 -0.98229 -2.03471
12 H 0.03673 -0.61814 -3.14571
13 H -1.03487 -1.28799 -1.29288
14 H -1.29738 0.46632 -1.27463
15 H 1.12961 -0.52191 0.36027
16 H -1.83738 -0.07220 1.02385
17 H 0.54086 0.54864 2.80878
18 H -1.72232 -1.20094 3.94104
19 H -0.26551 -0.61552 4.72124

Properties
M: 111.16 g mol⁻¹
highest occupied orbital energy: -2.1 eV
calculated total energy: -348.47015 Ha
charge: -1
LUMO level: 0.128 Eh
energy relative to the best compared isomer or geometry (same formula, charge and spin): 71.9 kJ/mol
structure (SMILES): C=C/C=C/CCC[O-]
gap between HOMO and LUMO: 5.55 eV



Q: The highest energy relative to the best compared isomer or geometry (same formula, charge and spin) belongs to which entry?
A: C19H28BrNdO2



Q: Which of these has the highest calculated total energy?
A: C7H11O



Copy entry 2 word for word.
Molecular formula: C5H10O4Pm
Method: DFT, the ωB97M-V functional and the def2-TZVPD basis

Positions of all 20 atoms, in Å:
1 O -1.87180 -0.89707 -1.43687
2 C -2.35080 0.33680 -1.06764
3 C -2.13126 0.79084 0.23375
4 O -0.27717 1.77500 1.03228
5 C 0.84039 1.30587 0.31213
6 C 1.45440 0.02135 0.85642
7 O 1.02882 -1.17318 0.20041
8 C 1.73313 -1.44877 -1.00077
9 H -3.37075 0.55270 -1.43746
10 H -2.75237 1.61986 0.59851
11 H 1.61310 2.08704 0.36006
12 H 0.55664 1.12735 -0.74080
13 H 2.55290 0.07533 0.81326
14 H 1.14586 -0.10233 1.90424
15 H 1.37102 -2.41574 -1.36857
16 H 1.53546 -0.67774 -1.75949
17 H 2.81237 -1.50236 -0.79377
18 Pm -1.30260 -2.19292 0.26653
19 O -1.82043 -0.16595 1.24091
20 H -0.76693 0.88390 1.78688

Properties
expectation value of S²: 8.7561
M: 279.13 g mol⁻¹
spin multiplicity: 6
highest occupied orbital energy (alpha / beta): -5.8 / -6.3 eV
calculated total energy: -1105.67428 Ha
LUMO level (alpha / beta): -0.008 / -0.018 Eh
energy relative to the best compared isomer or geometry (same formula, charge and spin): 0.0 kJ/mol
gap between HOMO and LUMO (alpha / beta): 5.58 / 5.79 eV